Run P
C5H23NO6 | ωB97M-V/def2-TZVPD

Total charge: 0
Highest occupied orbital energy: -8.79 eV
Structure (SMILES): C[C@H](CO)N(C)C.O.O.O.O.O

Cartesian coordinates (Å):
C1 -1.17905 1.90423 2.68215
C2 -0.34172 1.01036 1.75136
C3 0.78379 1.81286 1.13992
O1 1.66356 0.96380 0.38200
N1 -1.03872 0.34945 0.66541
C4 -1.29195 -1.07185 0.86516
C5 -2.26138 0.98422 0.12020
H1 -2.00907 1.28740 3.04036
H2 -1.55432 2.78534 2.16986
H3 -0.59265 2.09442 3.57909
H4 0.09603 0.25341 2.40701
H5 1.40318 2.29538 1.89647
H6 0.46680 2.57646 0.42128
H7 1.08934 0.46137 -0.22025
H8 -0.36220 -1.63175 0.74059
H9 -2.01458 -1.48491 0.16376
H10 -1.70495 -1.37143 1.83891
H11 -2.69088 0.25506 -0.55045
H12 -2.94992 1.23717 0.93186
H13 -2.02159 1.90050 -0.41326
O2 0.33528 -3.75914 -0.34999
H14 -0.53328 -4.12915 -0.56790
H15 0.83401 -3.90605 -1.16480
O3 0.11148 -0.76128 -2.01962
H16 -0.41280 -1.34738 -1.44975
H17 0.43850 -1.46399 -2.61209
O4 4.13099 -0.20197 0.38432
H18 4.38541 0.23198 -0.42868
H19 3.22612 -0.04050 0.69394
O5 -1.53664 1.20552 -3.61498
H20 -1.04669 0.64167 -3.00296
H21 -1.47205 2.10338 -3.28272
O6 2.55923 -1.95209 -2.37763
H22 3.38820 -1.47349 -2.27098
H23 2.10251 -1.75898 -1.54758

Run Q
C5H23NO6 | ωB97M-V/def2-TZVPD

Total charge: 0
Highest occupied orbital energy: -8.36 eV
Structure (SMILES): CC/C=C(/C)N.O.O.O.O.O.O

Cartesian coordinates (Å):
C1 -2.19749 -1.58550 -1.21176
C2 -3.08398 -0.58634 -0.45469
C3 -2.41215 0.70179 -0.09316
C4 -1.58364 0.78297 0.95432
C5 -1.09683 2.15928 1.37574
N1 -1.14184 -0.30513 1.69919
H1 -1.47846 -1.20582 -1.94099
H2 -2.82191 -2.16941 -1.89887
H3 -1.77536 -2.33843 -0.55271
H4 -3.96060 -0.39866 -1.08354
H5 -3.54184 -1.08419 0.39315
H6 -2.56678 1.58939 -0.69176
H7 -1.00521 2.28070 2.43345
H8 -1.81164 2.88943 1.00881
H9 -0.13258 2.28621 0.87728
H10 -1.37904 -0.33592 2.67639
H11 -1.13196 -1.18132 1.19595
O1 1.80895 -2.69501 -2.25461
H12 2.05322 -1.81811 -1.91904
H13 1.29519 -2.52009 -3.05153
O2 0.07121 -2.98245 -0.05207
H14 0.92390 -3.37547 0.17012
H15 0.21606 -2.68348 -0.96021
O3 1.85968 2.76357 2.92739
H16 1.04316 3.01679 2.49557
H17 2.03871 1.86024 2.64627
O4 2.84905 -1.23144 -0.21051
H18 3.79394 -1.29396 -0.05144
H19 2.38713 -1.22218 0.63341
O5 3.48542 2.39860 0.34655
H20 3.20744 2.79143 1.18131
H21 2.75049 2.48430 -0.26814
O6 1.28519 1.27072 -2.30374
H22 1.65175 0.41365 -2.08788
H23 0.40081 1.32385 -1.92824

Run R
C5H23NO6 | ωB97M-V/def2-TZVPD

Total charge: 0
Highest occupied orbital energy: -9.07 eV
Structure (SMILES): CC[C@@H](C)NCO.O.O.O.O.O

Cartesian coordinates (Å):
C1 -0.46610 0.03875 2.07897
C2 0.74974 0.50045 1.23161
C3 0.68796 0.34185 -0.28913
C4 1.53643 1.44542 -1.05652
N1 1.16073 -0.94238 -0.72640
C5 0.60205 -1.39527 -1.93589
O1 0.77064 -0.47667 -3.06336
H1 -0.74619 -0.95953 1.64173
H2 -0.10888 -0.20755 3.20771
H3 -1.41682 0.52024 1.99541
H4 0.65993 1.74109 1.38858
H5 1.65441 0.19364 1.68370
H6 -0.33724 0.40397 -0.66618
H7 1.45915 1.40134 -2.21134
H8 1.07740 2.43550 -0.73033
H9 2.62629 1.58814 -0.72938
H10 1.99836 -1.31301 -0.36470
H11 -0.50418 -1.36460 -1.89539
H12 1.08046 -2.48413 -2.13165
H13 1.74949 -0.21178 -3.23404
O2 -3.27669 -0.25976 -2.34229
H14 -2.58558 -0.91931 -2.20468
H15 -3.67589 -0.62204 -3.11796
O3 -0.66917 3.76228 0.95350
H16 -1.61808 3.77715 1.32602
H17 -0.35402 4.73459 1.15925
O4 2.55304 -2.63013 2.59192
H18 1.85310 -2.33565 3.27701
H19 2.09928 -2.93025 1.87262
O5 0.53394 -3.75060 0.91558
H20 0.21589 -2.92128 0.52658
H21 0.80765 -4.39385 0.21401
O6 -3.51303 2.47776 0.54681
H22 -2.96084 1.74174 0.28652
H23 -3.64324 3.01390 -0.19830

Most stable structure: run Q

Run P
CH4FIP2 | ωB97M-V/def2-TZVPD

Total charge: 0
Highest occupied orbital energy: -9.28 eV
Structure (SMILES): F[C@@H](I)[PH]#[PH2]

Cartesian coordinates (Å):
F1 -1.15175 1.42630 -0.40664
C1 -1.13257 0.29144 0.32136
I1 -3.28327 -0.54473 0.08632
P1 -0.04777 -0.82131 -0.66819
P2 1.87083 -0.20083 0.14617
H1 -0.83006 0.50921 1.39521
H2 0.11041 -1.75434 0.32247
H3 1.85904 1.18859 -0.05929
H4 2.60515 -0.09433 -1.13742

Run Q
CH4FIP2 | ωB97M-V/def2-TZVPD

Total charge: 0
Highest occupied orbital energy: -8.35 eV

Cartesian coordinates (Å):
C1 0.31588 0.48224 1.71853
F1 -0.89598 -1.93697 0.67323
P1 -0.66312 -0.59086 -1.73622
P2 -0.04817 -0.55935 0.35174
I1 1.69246 1.78892 0.49934
H1 -0.39739 1.33099 2.08149
H2 0.42884 0.37367 -2.19989
H3 -1.51054 0.44702 -1.59042
H4 1.07800 -1.33565 0.20220

Most stable structure: run P

Run P
C4H5Cl2NOS | ωB97M-V/def2-TZVPD

Total charge: 0
Highest occupied orbital energy (alpha / beta): -9.23 / -7.76 eV

Cartesian coordinates (Å):
C1 -2.20495 -0.11972 -0.42829
C2 -2.94759 0.85632 -0.08654
C3 -0.83260 -0.27049 -1.05870
C4 0.96713 0.26991 0.57471
N1 0.07023 0.73724 -0.45682
O1 0.32454 3.15589 0.25130
S1 -0.33248 2.31994 -0.68068
Cl1 -2.85944 -1.89831 -0.21614
Cl2 -4.58806 0.96796 0.38507
H1 -0.51996 -1.27058 -0.92668
H2 -1.22383 -0.04349 -2.06654
H3 0.47254 -0.58749 1.10685
H4 1.99418 -0.22850 0.33617
H5 1.01400 1.14006 1.26917

Run Q
C4H5Cl2NOS | ωB97M-V/def2-TZVPD

Total charge: 0
Highest occupied orbital energy (alpha / beta): -8.21 / -8.21 eV

Cartesian coordinates (Å):
C1 -1.96640 -1.59380 -0.62688
C2 1.62571 0.64273 -0.37007
C3 -2.23333 0.83965 -0.71940
C4 1.82091 -0.48638 0.52390
N1 -1.95377 -0.40062 -0.53632
O1 0.98382 -0.45703 1.70477
S1 0.67038 1.98188 0.02288
Cl1 -0.86284 -2.74047 0.02084
Cl2 -3.38353 1.60251 0.31293
H1 2.19090 0.88703 -1.24992
H2 -1.82124 1.40896 -1.39855
H3 2.95135 -0.35168 0.74798
H4 1.74413 -1.42807 -0.06198
H5 0.23390 0.09530 1.62982

Most stable structure: run Q

Run P
C5H10NO | ωB97M-V/def2-TZVPD

Total charge: -2
Highest occupied orbital energy (alpha / beta): 4.32 / 0.46 eV
⟨S²⟩: 0.7510
Spin multiplicity: 2

Cartesian coordinates (Å):
N1 -0.35434 -0.45857 1.12840
C1 1.10261 -0.35102 1.33085
C2 1.66439 0.35955 0.08076
C3 0.48920 0.46572 -0.88777
C4 -0.58882 -0.47003 -0.31261
C5 -2.05390 -0.08679 -0.69435
O1 -2.19652 0.60876 -1.84115
H1 -0.77767 0.36939 1.53426
H2 1.53263 -1.36157 1.38474
H3 1.31786 0.21015 2.24336
H4 2.52907 -0.17935 -0.31950
H5 2.04210 1.34418 0.35936
H6 0.70862 0.21286 -1.92831
H7 0.01921 1.44860 -0.92124
H8 -0.35408 -1.49765 -0.62782
H9 -2.45358 0.43417 0.21755
H10 -2.62678 -1.04840 -0.74651

Run Q
C5H10NO | ωB97M-V/def2-TZVPD

Total charge: -2
Highest occupied orbital energy (alpha / beta): 4.11 / 0.01 eV
⟨S²⟩: 0.7512
Spin multiplicity: 2

Cartesian coordinates (Å):
C1 1.14518 1.77133 -0.38101
O1 0.69090 2.56701 0.60449
C2 0.69348 0.28287 -0.19662
C3 -0.84386 0.28663 -0.17262
C4 -1.51923 -1.06280 -0.11266
C5 -0.98533 -2.26917 -0.43167
N1 1.31404 -0.17237 1.09363
H1 0.69594 2.12433 -1.36528
H2 2.27802 1.74478 -0.50883
H3 1.10642 -0.35431 -1.00391
H4 -1.34491 0.82797 -0.98089
H5 -1.04446 0.79651 0.78450
H6 -2.62361 -0.95960 0.16419
H7 0.07286 -2.44214 -0.27117
H8 -1.71878 -3.10358 -0.48441
H9 0.62586 -0.71488 1.64149
H10 1.45747 0.67742 1.62077

Most stable structure: run P